Here is a 6-piece molecular cluster, C28H65N7O11P2 overall at a distorted geometry from the OMol25 dataset. Energies are from the ωB97M-V functional and the def2-TZVPD basis.

Calculated values
* Kohn-Sham gap (alpha / beta): 6.7 / 2.7 eV
* charge: +1
* multiplicity: 2
* HOMO (alpha / beta): -10.39 / -10.39 eV
* ⟨S²⟩: 0.764
* LUMO (alpha / beta): -3.669 / -7.648 eV

The geometry in XYZ format:
```
113
Properties=species:S:1:pos:R:3:mulliken_spin:R:1
N 2.80835 1.48143 -2.54095 -0.06
C 2.34137 2.07398 -1.39629 0.31
C 1.75999 3.28662 -1.79975 0.04
C 1.83204 3.29512 -3.16676 0.21
C 2.51367 2.14757 -3.66468 0.35
H 3.12455 0.52422 -2.47876 0.00
H 2.26799 1.50020 -0.48426 0.09
H 1.21453 3.97469 -1.17091 0.00
H 1.47369 4.15022 -3.72065 0.00
H 2.99487 1.88900 -4.59634 0.01
O 5.41061 -0.60764 3.99142 0.00
P 5.30082 0.50583 4.96816 0.00
N 6.71005 1.33257 5.14474 0.00
C 7.19162 1.82891 6.42202 0.00
C 7.83056 1.14982 4.19286 0.00
N 4.81284 0.03218 6.58452 0.00
C 3.96995 0.92711 7.40340 0.00
C 5.39074 -1.14894 7.20989 0.00
N 4.15865 1.63280 4.37806 0.00
C 4.39867 2.55844 3.29747 0.00
C 2.83898 1.15437 4.13361 0.00
H 7.85474 2.69150 6.35632 0.00
H 7.72433 1.08532 7.01480 0.00
H 6.36592 2.12085 7.07095 0.00
H 8.00548 0.09708 3.97092 0.00
H 8.75827 1.51458 4.63378 0.00
H 7.64842 1.61685 3.22498 0.00
H 4.20624 1.98805 7.32168 0.00
H 2.97338 0.79789 6.98122 0.00
H 3.98771 0.63774 8.45413 0.00
H 4.72515 -1.77905 7.79985 0.00
H 5.50379 -1.89645 6.42468 0.00
H 6.28576 -0.99265 7.81207 0.00
H 3.68698 3.37911 3.20743 0.00
H 5.30789 3.11204 3.53191 0.00
H 4.40871 2.08780 2.31437 0.00
H 2.62789 0.36129 4.85095 0.00
H 2.81230 0.79575 3.10465 0.00
H 2.05811 1.89834 3.97598 0.00
O -3.03504 0.28608 -3.73256 0.00
P -2.37102 0.21992 -5.08384 0.00
N -3.41100 -0.34259 -6.32540 0.00
C -4.48965 -1.32472 -5.98852 0.00
C -3.32372 -0.00809 -7.76177 0.00
N -0.87164 -0.58231 -5.32325 0.00
C -0.06957 -0.95102 -4.09499 0.00
C -0.25654 -0.82888 -6.62307 0.00
N -2.02391 1.83528 -5.53518 0.01
C -0.77083 2.53032 -5.13623 0.00
C -3.11363 2.83915 -5.68579 0.00
H -5.18450 -1.51731 -6.80595 0.00
H -5.11720 -1.20750 -5.10505 0.00
H -4.08506 -2.27990 -5.65382 0.00
H -2.52175 0.68526 -8.01518 0.00
H -4.26315 0.46711 -8.04413 0.00
H -3.07159 -0.85901 -8.39460 0.00
H 0.95419 -1.25187 -4.31748 0.00
H -0.07078 -0.16824 -3.33646 0.00
H -0.58306 -1.78222 -3.61173 0.00
H -1.08266 -0.96976 -7.32004 0.00
H 0.39880 -0.01228 -6.92602 0.00
H 0.27067 -1.78231 -6.58962 0.00
H 0.00261 1.81674 -4.85216 0.00
H -0.39966 3.08957 -5.99505 0.00
H -0.97113 3.19218 -4.29364 0.00
H -3.33870 3.19318 -4.67976 0.00
H -4.04171 2.49114 -6.13928 0.00
H -2.80637 3.74338 -6.21119 0.00
C -4.12779 3.89470 -1.52190 0.00
C -4.07744 4.20590 0.02448 0.00
O -4.11909 2.98829 0.59166 0.00
C -3.74329 2.80004 1.87635 0.00
O -3.42307 3.66400 2.60840 0.00
O -3.81078 1.42891 2.19614 0.00
C -3.49181 0.98874 3.51299 0.00
H -4.21696 4.81551 -2.09833 0.00
H -5.04813 3.35556 -1.74640 0.00
H -3.28099 3.27133 -1.80902 0.00
H -5.02011 4.69169 0.27645 0.00
H -3.18285 4.76299 0.30275 0.00
H -4.25994 1.28616 4.22686 0.00
H -2.61889 1.48496 3.93710 0.00
H -3.37787 -0.09461 3.47456 0.00
C -1.18409 0.29037 -0.45472 0.00
C -0.96736 0.10092 1.07525 0.00
O -1.60948 -1.07500 1.46825 0.00
C -1.25132 -1.71717 2.53931 0.00
O -1.58227 -2.92915 2.58751 0.00
O -0.51486 -0.87429 3.40942 0.00
C -0.03765 -1.45951 4.69080 0.00
H -2.16643 0.28997 -0.92705 0.00
H -0.57292 -0.55759 -0.76380 0.00
H -0.58298 1.11592 -0.83580 0.01
H -1.50331 0.90550 1.57875 0.00
H 0.11079 0.16940 1.22018 0.00
H 0.17209 -0.66427 5.40613 0.00
H 0.86960 -2.05532 4.59080 0.00
H -0.73815 -2.17884 5.11505 0.00
C -2.39121 -8.20257 -2.64366 0.00
C -3.18501 -6.93212 -2.23351 0.00
O -3.66333 -6.75099 -0.90082 0.00
C -3.22441 -5.86499 -0.17105 0.00
O -2.39365 -4.97126 -0.52614 0.00
O -3.80883 -6.05161 1.08348 0.00
C -3.64367 -5.10735 2.17913 0.00
H -2.17906 -8.06024 -3.70330 0.00
H -2.88920 -9.16331 -2.51296 0.00
H -1.50808 -8.05421 -2.02221 0.00
H -4.00270 -6.84177 -2.94856 0.00
H -2.50355 -6.11115 -2.45646 0.00
H -4.20002 -5.49475 3.03264 0.00
H -4.09724 -4.18281 1.82190 0.00
H -2.59073 -4.84182 2.27359 0.00
```

---

Here is an isolated ion of composition C9H7FN and charge +1 from the OMol25 dataset. Energies are from the ωB97M-V functional and the def2-TZVPD basis.

Calculated values
* Kohn-Sham gap: 8.3 eV
* charge: +1
* structure (SMILES): Fc1cccc2c[nH+]ccc12
* ΔE to the lowest compared entry with this formula, charge and spin: 0.0 kcal per mole
* HOMO: -13.17 eV
* LUMO: -4.904 eV

The geometry in XYZ format:
```
18
Properties=species:S:1:pos:R:3:lowdin_charge:R:1
F -1.56281 2.11707 -1.35301 0.12
C -1.15772 0.86922 -1.12938 -0.21
C -1.61574 -0.15333 -1.90255 0.06
C -1.16265 -1.46522 -1.67429 -0.02
C -0.25757 -1.73053 -0.68865 0.00
C 0.20629 -0.67235 0.12508 -0.12
C 1.12238 -0.88686 1.15192 0.05
N 1.58193 0.12842 1.86588 0.11
C 1.18168 1.42113 1.67588 -0.01
C 0.27697 1.69997 0.70973 0.06
C -0.23372 0.65916 -0.09187 -0.06
H -2.32277 0.05524 -2.68918 0.14
H -1.53177 -2.26691 -2.29088 0.13
H 0.09708 -2.73064 -0.50309 0.13
H 1.50805 -1.86755 1.37152 0.16
H 2.26130 -0.05662 2.59077 0.18
H 1.63438 2.16406 2.30611 0.14
H -0.02531 2.71576 0.52600 0.14
```

---

Here is C16H13N6O2Pd as an isolated structure from the OMol25 dataset. Energies are from the ωB97M-V functional and the def2-TZVPD basis.

Calculated values
* Kohn-Sham gap: 8.7 eV
* charge: +1
* HOMO: -12.14 eV
* LUMO: -3.466 eV

The geometry in XYZ format:
```
38
Properties=species:S:1:pos:R:3:lowdin_charge:R:1
Pd 0.41744 -0.03673 -0.30144 1.01
O 1.49995 -0.83595 -4.10335 0.15
C 1.26399 -0.82073 -2.92679 -0.42
N 1.06495 0.28519 -2.11851 -0.01
C 0.94724 1.56698 -2.61973 -0.43
O 1.10823 1.93265 -3.75175 0.15
C 0.64051 2.54386 -1.51678 -0.17
C 0.65477 3.90053 -1.76804 0.04
C 0.54137 4.77593 -0.70254 -0.01
C 0.46843 4.25735 0.57989 -0.02
C 0.43815 2.88650 0.74898 -0.11
N 0.46817 2.03767 -0.28331 -0.01
C 1.20756 -2.09226 -2.11997 -0.17
C 1.54585 -3.29896 -2.69592 0.04
C 1.62344 -4.42223 -1.89003 -0.01
C 1.39733 -4.28646 -0.52985 -0.02
C 1.04290 -3.04852 -0.02793 -0.12
N 0.90469 -1.97641 -0.81520 -0.02
H 0.78554 4.22811 -2.79001 0.14
H 0.55196 5.84520 -0.86394 0.13
H 0.44727 4.90198 1.44669 0.12
H 0.43697 2.44996 1.73556 0.10
H 1.76345 -3.31608 -3.75475 0.14
H 1.88772 -5.38324 -2.30975 0.13
H 1.49736 -5.12461 0.14445 0.12
H 0.88194 -2.89803 1.02953 0.11
N -2.81859 1.14064 4.04949 0.16
C -2.37090 0.19597 3.19722 -0.35
C -1.38173 0.48487 2.23337 -0.06
N -0.93364 -0.43799 1.39651 -0.04
C -1.49823 -1.65432 1.47361 -0.13
C -2.46550 -1.92310 2.42385 -0.09
N -2.89465 -1.02353 3.29297 0.15
H -2.47074 2.08039 4.04175 0.11
H -3.52533 0.88655 4.71763 0.12
H -0.99675 1.48538 2.15268 0.07
H -1.22009 -2.39763 0.74895 0.08
H -2.91100 -2.90892 2.47648 0.12
```

---

Here is one molecule with the formula C3H4N2O from the OMol25 dataset. Energies are from the ωB97M-V functional and the def2-TZVPD basis.

Calculated values
* Kohn-Sham gap: 9.2 eV
* ΔE to the lowest compared entry with this formula, charge and spin: 56.7 kcal per mole
* HOMO: -8.57 eV
* LUMO: 0.604 eV

The geometry in XYZ format:
```
10
Properties=species:S:1:pos:R:3:lowdin_charge:R:1
O 2.04040 -0.20764 0.21412 0.11
C 0.79493 0.16394 -0.05973 -0.44
C -0.38120 -0.60076 0.46777 -0.09
N -1.37865 0.03924 -0.37274 -0.06
C -0.96610 1.18711 -0.94420 -0.10
N 0.46465 1.18833 -0.75778 0.07
H 2.62025 0.43959 -0.22549 0.13
H -0.33809 -1.69215 0.45084 0.13
H -2.35721 -0.18864 -0.28396 0.11
H -0.55742 -0.25483 1.48917 0.14
```